Formula: C82H209N15O26
Source: OMol25
Level of theory: the ωB97M-V functional and the def2-TZVPD basis

Values from the calculation:
LUMO energy in hartree: 0.0218
Total energy in hartree: -6026.4563
Orbital gap in Eh: 0.3309
Energy above the lowest of the compared OMol25 structures with the same formula, charge and spin in kcal/mol: 26.5
Molecular weight in g mol⁻¹: 1821.7
Total charge: 0

Positions of all 332 atoms, in Å:
C (-3.6935, 0.5244, 5.1447)
C (-2.7826, 1.2693, 4.1812)
C (-1.4138, 1.6746, 4.7315)
O (-0.8860, 0.5761, 5.5108)
C (0.2317, 0.9254, 6.2813)
N (-2.6360, 0.4729, 2.9791)
H (-4.6187, 0.2976, 4.6281)
H (-3.8313, 1.1336, 6.0492)
H (-3.0936, -0.3873, 5.3748)
H (-3.2407, 2.2040, 3.8980)
H (-1.5460, 2.5555, 5.3506)
H (-0.7352, 2.0514, 3.9684)
H (0.4027, 0.0900, 6.9331)
H (0.0198, 1.7569, 7.0257)
H (1.0521, 1.1604, 5.6683)
H (-1.8194, 0.7679, 2.4237)
H (-2.4406, -0.4875, 3.2208)
C (4.3666, 1.5704, 6.0902)
C (4.5387, 1.8918, 4.6392)
C (4.8975, 3.3963, 4.5366)
O (5.1826, 3.6616, 3.1800)
C (5.4184, 5.0377, 2.9240)
N (5.5955, 1.0342, 3.9458)
H (5.3342, 1.6713, 6.5983)
H (3.9441, 0.6026, 6.2799)
H (3.7741, 2.3369, 6.5245)
H (3.7075, 1.7738, 3.9739)
H (5.7960, 3.5998, 5.1885)
H (4.0379, 4.0100, 4.8952)
H (6.0421, 5.3496, 3.7024)
H (4.4490, 5.5375, 2.8878)
H (5.8671, 5.0937, 1.9493)
H (5.6388, 1.3290, 2.9744)
H (6.5964, 1.3706, 4.2304)
C (4.2170, 3.7723, -3.7978)
C (3.9846, 2.2230, -3.7269)
C (2.5877, 2.0294, -4.2655)
O (1.7064, 2.7057, -3.3341)
C (0.3533, 2.3540, -3.5917)
N (5.0274, 1.4680, -4.4146)
H (5.2281, 4.0567, -3.4785)
H (3.4425, 4.2209, -3.1662)
H (4.2513, 4.1209, -4.8294)
H (4.0667, 1.9680, -2.6696)
H (2.4042, 0.9296, -4.2902)
H (2.4170, 2.4343, -5.3027)
H (-0.2530, 3.1251, -3.0802)
H (0.1407, 1.3077, -3.2811)
H (0.0475, 2.4818, -4.6486)
H (4.9379, 1.6623, -5.4055)
H (5.0000, 0.4358, -4.2936)
C (-5.9203, 5.3915, 5.8501)
C (-4.7439, 4.5898, 5.2642)
C (-4.3719, 5.1950, 3.9107)
O (-3.3673, 4.4894, 3.2256)
C (-3.1519, 5.0496, 1.9412)
N (-3.5891, 4.7814, 6.1207)
H (-5.6447, 6.4617, 5.8800)
H (-5.9965, 4.9945, 6.8787)
H (-6.8859, 5.2366, 5.3416)
H (-4.9873, 3.6157, 4.9801)
H (-4.0120, 6.2012, 4.1466)
H (-5.2716, 5.3253, 3.3105)
H (-4.1213, 5.3138, 1.4732)
H (-2.6827, 4.2867, 1.3332)
H (-2.5578, 5.9273, 2.0695)
H (-2.7466, 4.3119, 5.8269)
H (-3.7876, 4.4747, 7.0714)
C (4.5546, -1.6672, -1.6294)
O (4.2082, -3.0245, -1.5552)
C (2.8396, -3.3255, -1.7418)
C (2.6480, -4.7589, -2.0168)
N (3.1222, -5.1094, -3.3797)
C (3.2912, -6.5233, -3.3631)
C (4.0623, -6.9331, -4.5846)
O (5.3635, -6.3754, -4.5103)
C (6.1305, -6.8031, -5.6005)
H (4.1083, -1.2541, -2.5443)
H (5.5966, -1.4658, -1.7251)
H (4.0182, -1.0119, -0.9582)
H (2.3721, -2.8572, -2.6647)
H (2.2975, -3.1642, -0.8337)
H (1.5765, -4.9716, -1.9436)
H (3.1481, -5.4035, -1.2647)
H (4.0881, -4.7436, -3.5032)
H (2.3421, -7.0228, -3.4547)
H (3.7678, -7.0504, -2.4766)
H (3.5244, -6.4221, -5.4133)
H (3.9580, -8.0290, -4.6606)
H (7.0777, -6.3279, -5.6478)
H (5.5924, -6.5436, -6.5504)
H (6.2853, -7.9003, -5.6171)
C (-3.4279, -2.0176, -5.9131)
O (-2.0135, -2.2243, -5.8568)
C (-1.3532, -1.0425, -5.3947)
C (0.0125, -1.6061, -5.0449)
N (0.8023, -1.7121, -6.2240)
C (2.2209, -2.0043, -6.0351)
C (2.7764, -2.1491, -7.4456)
O (2.3084, -3.3257, -8.1311)
C (3.2338, -4.3912, -7.7420)
H (-3.8205, -1.8404, -4.8573)
H (-3.8628, -2.9649, -6.2026)
H (-3.7300, -1.1281, -6.6260)
H (-1.9106, -0.7223, -4.4540)
H (-1.4041, -0.2446, -6.1374)
H (-0.0330, -2.5374, -4.4647)
H (0.6000, -0.9807, -4.3585)
H (0.3855, -2.5307, -6.6992)
H (2.4766, -2.8151, -5.3273)
H (2.6010, -1.1047, -5.6278)
H (3.8678, -2.1068, -7.4915)
H (2.4494, -1.2570, -7.9592)
H (4.1989, -4.2175, -8.2614)
H (2.6946, -5.2907, -8.0096)
H (3.4065, -4.3696, -6.6519)
C (1.0287, 5.3357, -2.0577)
O (-0.3798, 5.5052, -2.0288)
C (-0.7981, 6.7801, -2.5395)
C (-2.3560, 6.8602, -2.6285)
N (-3.0375, 6.7577, -1.3341)
C (-4.5032, 6.4701, -1.3122)
C (-4.9020, 5.2226, -2.0275)
O (-4.5053, 4.0781, -1.2503)
C (-4.8596, 2.8265, -1.9156)
H (1.3600, 5.4650, -3.0630)
H (1.3154, 4.3445, -1.6621)
H (1.5838, 6.0830, -1.4842)
H (-0.3311, 6.9466, -3.5095)
H (-0.4753, 7.5474, -1.7868)
H (-2.6941, 6.0607, -3.3147)
H (-2.6317, 7.8195, -3.0073)
H (-2.4182, 6.1592, -0.7532)
H (-5.0083, 7.3361, -1.7155)
H (-4.7513, 6.5545, -0.2145)
H (-4.5691, 5.0134, -3.0046)
H (-5.9932, 5.2106, -2.0401)
H (-5.8384, 2.9349, -2.3937)
H (-4.8574, 1.9774, -1.2136)
H (-4.0421, 2.6607, -2.6724)
C (-1.4817, -2.9411, 5.2966)
O (-0.5819, -3.6047, 4.3477)
C (0.6873, -3.8064, 4.8967)
C (1.5455, -2.5494, 5.0461)
N (2.3722, -2.3681, 3.8817)
C (2.8371, -1.0513, 3.6326)
C (3.5238, -0.9205, 2.2710)
O (2.8376, -1.4513, 1.2014)
C (1.8052, -0.6642, 0.8245)
H (-1.1547, -1.9678, 5.5161)
H (-1.4992, -3.5185, 6.2868)
H (-2.4683, -2.9527, 4.8667)
H (1.1949, -4.3956, 4.1384)
H (0.6584, -4.3294, 5.9060)
H (2.1646, -2.6869, 5.9426)
H (0.8935, -1.6283, 5.2925)
H (1.8565, -2.7550, 3.1078)
H (3.5998, -0.6829, 4.3727)
H (1.8644, -0.4105, 3.7220)
H (4.4719, -1.5068, 2.3582)
H (3.9088, 0.1383, 1.9892)
H (0.9860, -0.5750, 1.4956)
H (1.4204, -0.9183, -0.2126)
H (2.1175, 0.4276, 0.6169)
C (7.5075, 0.5150, -1.4985)
O (6.2153, 0.9189, -1.1113)
C (6.2533, 1.2394, 0.2914)
C (5.1328, 2.2112, 0.4329)
N (5.4468, 3.4595, -0.2328)
C (4.3864, 4.4621, -0.3426)
C (4.9507, 5.8422, -0.8168)
O (5.2624, 6.5689, 0.3103)
C (5.4332, 7.9910, 0.0483)
H (8.1279, 1.3769, -1.8059)
H (7.3187, -0.1689, -2.2881)
H (8.0607, -0.0641, -0.7196)
H (7.2142, 1.6608, 0.4956)
H (5.9690, 0.3366, 0.9172)
H (4.9459, 2.4114, 1.4913)
H (4.2475, 1.6575, 0.0671)
H (5.7118, 3.2040, -1.2174)
H (3.9071, 4.6217, 0.6828)
H (3.5682, 4.1758, -1.0782)
H (4.1987, 6.3897, -1.4506)
H (5.8328, 5.7104, -1.4908)
H (6.1716, 8.2161, -0.6600)
H (5.7241, 8.3455, 1.0068)
H (4.4653, 8.4767, -0.1868)
C (2.1322, -5.6153, 1.9145)
O (2.6315, -6.1186, 3.1018)
C (3.9054, -5.5696, 3.4845)
C (4.3643, -6.3551, 4.7151)
N (3.5063, -6.1848, 5.9018)
C (3.4159, -7.3155, 6.7443)
C (4.5243, -7.4820, 7.8211)
O (4.1384, -8.6353, 8.5005)
C (5.0658, -9.0726, 9.4842)
H (1.8448, -4.5221, 1.8663)
H (1.1030, -6.0578, 1.7746)
H (2.8111, -5.9276, 1.1053)
H (3.8576, -4.4929, 3.7327)
H (4.5568, -5.7384, 2.6436)
H (5.3947, -6.0714, 4.9291)
H (4.4699, -7.4595, 4.5003)
H (2.5987, -6.2438, 5.4155)
H (3.3258, -8.2550, 6.2572)
H (2.5394, -7.1451, 7.3459)
H (4.4852, -6.5661, 8.4462)
H (5.6048, -7.6126, 7.3997)
H (4.5849, -9.9758, 9.9915)
H (5.0794, -8.2389, 10.1852)
H (6.0773, -9.2532, 9.1294)
C (1.2699, 2.5612, 2.0420)
O (0.2551, 1.9210, 1.3161)
C (-0.3196, 2.5630, 0.1865)
C (-1.4724, 1.7408, -0.2461)
N (-1.0338, 0.3737, -0.4443)
C (-2.1812, -0.4925, -0.8607)
C (-1.8058, -1.9238, -0.5570)
O (-1.3005, -2.0877, 0.7174)
C (-0.7473, -3.3795, 0.8786)
H (2.1322, 2.7500, 1.4239)
H (1.6659, 1.9181, 2.8274)
H (0.9840, 3.4992, 2.5064)
H (0.4609, 2.6030, -0.6664)
H (-0.6183, 3.5903, 0.3817)
H (-1.8178, 2.1344, -1.1722)
H (-2.2998, 1.8865, 0.4614)
H (-0.7023, -0.0191, 0.4747)
H (-2.3315, -0.4327, -1.9665)
H (-3.0917, -0.1358, -0.4045)
H (-1.0120, -2.2339, -1.2155)
H (-2.7115, -2.5425, -0.7485)
H (-0.4331, -3.5175, 1.9207)
H (0.0657, -3.5161, 0.1673)
H (-1.5661, -4.0641, 0.7012)
C (-5.6735, -8.5890, -7.3694)
O (-5.2072, -7.2204, -7.4631)
C (-3.9585, -7.1173, -6.8726)
C (-3.6479, -5.6185, -6.6651)
N (-2.3284, -5.3989, -6.1608)
C (-2.2370, -5.2703, -4.7240)
C (-0.8027, -5.4331, -4.2616)
O (-0.3627, -6.7463, -4.2751)
C (0.0557, -7.2123, -5.5350)
H (-4.8778, -9.2518, -7.6862)
H (-6.4848, -8.7380, -8.1180)
H (-5.9190, -8.9480, -6.3340)
H (-3.1321, -7.5621, -7.4720)
H (-3.8974, -7.6658, -5.9531)
H (-4.4154, -5.1338, -6.1153)
H (-3.7380, -5.1799, -7.6434)
H (-1.9701, -4.5685, -6.6410)
H (-2.7645, -6.1382, -4.3008)
H (-2.7876, -4.4743, -4.2514)
H (-0.6450, -5.0770, -3.2607)
H (-0.1228, -4.7463, -4.8019)
H (1.0756, -6.8640, -5.8240)
H (-0.5688, -6.9060, -6.4002)
H (0.0745, -8.2789, -5.4907)
C (-8.3927, 1.6989, 0.2043)
O (-7.9514, 2.3537, 1.3939)
C (-6.6068, 2.8419, 1.3381)
C (-5.5726, 1.9407, 2.0787)
N (-5.4713, 0.5649, 1.6488)
C (-6.4026, -0.3769, 2.2827)
C (-6.0732, -1.7892, 1.9036)
O (-4.8645, -2.1762, 2.4408)
C (-4.4445, -3.4193, 1.9745)
H (-7.7921, 2.0204, -0.6528)
H (-9.4654, 1.9361, -0.0181)
H (-8.2444, 0.6438, 0.2729)
H (-6.6583, 3.7832, 1.9014)
H (-6.2984, 3.0893, 0.3677)
H (-5.7553, 1.9610, 3.2111)
H (-4.6041, 2.4801, 1.9616)
H (-4.5713, 0.2417, 2.1218)
H (-7.4076, -0.1469, 1.8667)
H (-6.4461, -0.2897, 3.3426)
H (-6.0410, -1.9038, 0.8022)
H (-6.8953, -2.4672, 2.1965)
H (-3.3833, -3.6336, 2.2086)
H (-4.4571, -3.4287, 0.8624)
H (-5.0322, -4.3051, 2.3016)
C (4.4326, 11.7205, 5.4643)
O (3.2393, 11.2998, 4.7898)
C (2.8346, 12.2183, 3.7211)
C (1.5720, 11.6529, 3.0465)
N (1.8334, 10.3613, 2.4129)
C (1.8723, 9.2115, 3.2521)
C (2.1259, 7.8984, 2.4307)
O (1.1049, 7.6971, 1.4614)
C (0.9524, 6.3387, 1.1993)
H (4.4528, 12.8172, 5.8547)
H (5.2451, 11.7297, 4.7195)
H (4.6608, 10.9175, 6.1780)
H (3.6683, 12.3795, 2.9776)
H (2.5446, 13.1814, 4.2063)
H (1.1679, 12.4374, 2.3390)
H (0.7927, 11.5394, 3.8897)
H (1.1088, 10.1990, 1.6949)
H (0.9766, 9.1016, 3.8856)
H (2.8224, 9.3527, 3.8884)
H (2.2169, 7.0006, 3.0666)
H (3.0789, 8.0729, 1.9461)
H (0.1200, 6.2398, 0.5363)
H (0.5842, 5.6953, 2.0389)
H (1.9008, 5.9404, 0.7799)
C (-8.6982, -8.3691, -3.3402)
O (-7.6409, -7.4270, -3.2878)
C (-7.5212, -6.5622, -4.4191)
C (-6.4469, -5.5805, -4.0622)
N (-6.7829, -4.8043, -2.8375)
C (-5.7163, -3.9091, -2.3287)
C (-6.0501, -2.4864, -2.8263)
O (-4.9197, -1.6840, -2.6515)
C (-5.1961, -0.3291, -2.9779)
H (-9.6357, -7.9673, -3.7555)
H (-8.8037, -8.6872, -2.3108)
H (-8.5123, -9.1442, -4.1442)
H (-8.5463, -6.1443, -4.7658)
H (-7.0549, -7.1820, -5.1918)
H (-6.2934, -4.8307, -4.8206)
H (-5.5773, -6.2309, -3.9692)
H (-7.0388, -5.4897, -2.1125)
H (-4.8275, -4.2321, -2.8243)
H (-5.5642, -3.9642, -1.2279)
H (-6.9599, -2.1530, -2.3288)
H (-6.1953, -2.6152, -3.8875)
H (-4.2968, 0.2392, -3.1585)
H (-5.8585, 0.1304, -2.1973)
H (-5.6877, -0.2592, -3.9540)